(1)
# C10H19PS

A molecular structure, C10H19PS (wB97M-V/def2-TZVPD, the Open Molecules 2025 dataset).

Each line ends with the Löwdin charge.
Atoms and positions in Å:
C1 -2.71507 -1.68827 0.15463  -0.201
C2 -2.33137 -0.74468 1.29291  -0.162
C3 -2.23228 -1.17329 -1.19911  -0.214
C4 -0.77366 -0.56963 1.19987  -0.237
C5 -0.70957 -1.09020 -1.21098  -0.214
C6 3.79478 0.81370 0.14244  -0.283
C7 2.65295 0.74195 1.22164  -0.291
C8 2.92720 0.52795 -1.14870  -0.235
C9 -0.24142 -0.06045 -0.12232  -0.565
C10 -0.40555 1.32888 -0.53209  -0.098
P1 1.77349 -0.42267 0.07290  0.574
S1 2.21167 -2.39626 0.33512  0.137
H1 -2.14111 -2.68716 0.13668  0.146
H2 -3.71940 -1.97314 0.22196  0.079
H3 -2.72774 0.25855 1.44612  0.102
H4 -2.43472 -1.19003 2.37499  0.140
H5 -2.37633 -1.92019 -1.94807  0.099
H6 -2.76453 -0.22125 -1.39664  0.113
H7 -0.46421 0.04276 1.95996  0.074
H8 -0.36592 -1.51265 1.55081  0.088
H9 -0.16603 -2.05098 -1.00265  0.069
H10 -0.37274 -0.81460 -2.27766  0.138
H11 4.21476 1.88919 0.16212  0.119
H12 4.59063 0.03790 0.29660  0.107
H13 2.72858 0.15667 2.15920  0.078
H14 2.25446 1.73626 1.29845  0.068
H15 2.41237 1.37890 -1.50399  0.041
H16 3.36499 0.16451 -1.99639  0.039
H17 -0.29252 1.98186 0.34740  0.087
H18 -1.53123 1.46183 -0.95661  0.136
H19 0.33433 1.55510 -1.31248  0.065

## Properties
Energy relative to the best compared isomer or geometry (same formula, charge and spin) ... 0.000 eV
Net charge ... 0
Electronic energy ... -1131.9098 a.u.
Orbital gap ... 8.86 eV

(2)
# C10H20AlClFO2

A molecular structure, C10H20AlClFO2 (wB97M-V/def2-TZVPD, the Open Molecules 2025 dataset).

Each line ends with the Löwdin charge.
Atoms and positions in Å:
C1 -2.67095 2.34494 -1.45131  -0.091
C2 -2.62917 1.87154 0.00524  -0.367
O1 -1.33184 1.66577 0.47135  -0.198
Al1 -0.40507 0.16705 0.43465  0.287
C3 -1.67031 -1.45206 0.40691  -0.153
C4 -2.32950 -1.73025 -0.86581  -0.391
O2 -2.15880 -2.69629 -1.59195  -0.034
C5 0.61293 0.11530 2.17656  -0.215
C6 2.13803 -0.05627 2.20216  -0.350
C7 2.83932 1.08697 1.46830  -0.591
Cl1 4.17235 1.84265 2.43227  0.477
C8 0.74861 0.11716 -1.25476  -0.290
F1 0.00368 0.79164 -2.29602  -0.137
C9 1.11755 -1.24194 -1.82800  -0.266
C10 1.85110 -2.11032 -0.81095  -0.111
H1 -3.48027 3.05894 -1.62313  0.057
H2 -2.78948 1.51727 -2.15250  0.059
H3 -1.72003 2.82160 -1.68508  0.068
H4 -3.22636 0.94958 0.09634  0.083
H5 -3.12751 2.61303 0.64471  0.098
H6 -1.14631 -2.34895 0.75250  0.066
H7 -2.42978 -1.16957 1.14759  0.069
H8 -3.05744 -0.95208 -1.19592  0.103
H9 0.17033 -0.66807 2.80749  0.051
H10 0.37662 1.06327 2.67901  0.057
H11 2.53480 -0.10657 3.21917  0.075
H12 2.42644 -0.99433 1.72017  0.075
H13 3.30972 0.77954 0.53914  0.049
H14 2.15178 1.89900 1.24309  0.064
H15 1.66962 0.71451 -1.17798  0.082
H16 0.19973 -1.74030 -2.14626  0.089
H17 1.74313 -1.13038 -2.72260  0.102
H18 1.28375 -2.19096 0.11860  0.052
H19 1.98573 -3.12277 -1.19527  0.069
H20 2.83758 -1.70865 -0.56772  0.066

## Properties
Net charge ... -1
Electronic energy ... -1346.1143 a.u.
Orbital gap ... 8.17 eV

(3)
# C10H20AsMnNO2S2

A molecular structure, C10H20AsMnNO2S2 (wB97M-V/def2-TZVPD, the Open Molecules 2025 dataset).

Each line ends with the Löwdin charge.
Atoms and positions in Å:
Mn1 0.05749 -0.85401 -0.54079  0.313
O1 1.94529 -0.85401 -0.57679  -0.393
N1 2.52489 -0.85391 0.67241  -0.227
C1 3.89289 -0.85391 0.68611  -0.094
C2 4.54519 -0.85381 1.85711  -0.112
C3 3.79729 -0.85381 3.09391  -0.159
C4 2.45469 -0.85391 3.09041  -0.114
C5 1.70209 -0.85391 1.78811  -0.702
S1 0.02149 -0.85401 1.72811  0.544
H1 4.40539 -0.85391 -0.26969  0.118
H2 5.62639 -0.85381 1.89011  0.089
H3 4.35059 -0.85381 4.02441  0.082
H4 1.87799 -0.85391 4.00481  0.088
C6 0.56719 3.44699 -0.50419  -0.239
S2 1.38839 1.81909 -0.59379  0.987
C7 1.44999 1.78309 -2.41779  -0.236
O2 0.05749 1.05079 -0.54079  -0.753
H5 1.27039 4.23309 -0.84929  0.061
H6 0.29539 3.65859 0.55051  0.068
H7 -0.35181 3.48049 -1.12789  0.069
H8 2.16409 2.55289 -2.77689  0.063
H9 0.45209 1.97259 -2.86819  0.073
H10 1.81189 0.78779 -2.74869  0.061
C8 -3.51141 -2.22881 0.43361  -0.296
As1 -2.48541 -0.85401 -0.54079  1.029
C9 -3.51571 0.67589 0.16081  -0.295
C10 -3.51431 -1.00911 -2.21709  -0.320
H11 -4.60081 -2.05861 0.31281  0.034
H12 -3.25261 -2.18501 1.51141  0.033
H13 -3.25251 -3.23061 0.03551  0.035
H14 -4.60441 0.47849 0.08491  0.034
H15 -3.26551 1.58599 -0.42389  0.028
H16 -3.24631 0.84019 1.22411  0.035
H17 -4.60361 -1.00041 -2.00589  0.032
H18 -3.24851 -1.95921 -2.72339  0.030
H19 -3.26311 -0.15691 -2.88239  0.026
H20 0.05749 -2.58271 -0.54079  0.009

## Properties
Energy relative to the best compared isomer or geometry (same formula, charge and spin) ... 0.666 eV
Net charge ... 0
Electronic energy ... -4781.1951 a.u.
Orbital gap (spin up / spin down) ... 3.35 / 6.64 eV
<S²> ... 8.9634
Multiplicity ... 6

(4)
# C10H20BF6IN3O4

3 unconnected molecules or ions with the total composition C10H20BF6IN3O4 (wB97M-V/def2-TZVPD, the Open Molecules 2025 dataset).

Each line ends with the Löwdin charge.
Atoms and positions in Å:
N1 1.54003 -3.28665 3.27645  0.062
C1 1.34146 -2.43554 2.11203  -0.723
N2 2.64252 -1.73101 1.94412  0.049
N3 1.14472 -3.21427 0.89315  0.069
C2 0.22535 -1.38380 2.30989  -0.254
B1 -1.31616 -1.89177 2.10086  -1.034
I1 -1.93332 -3.58344 3.39599  0.532
H1 2.51483 -3.54879 3.32120  0.055
H2 1.01605 -4.13242 3.11513  0.009
H3 2.48885 -0.83339 1.52154  0.036
H4 3.06229 -1.60892 2.84693  0.046
H5 0.49415 -3.96090 1.07565  0.047
H6 0.77354 -2.61037 0.18336  0.045
H7 0.35556 -0.83994 3.24992  0.081
H8 0.39577 -0.62722 1.52080  0.070
H9 -1.53431 -2.13356 0.94048  -0.020
H10 -2.04164 -0.96616 2.39030  -0.025
C3 -5.91054 2.52955 0.95017  -0.060
C4 -4.59379 3.27663 0.90996  -0.204
O1 -3.50644 2.38688 0.63190  0.044
C5 -3.33064 2.08176 -0.64527  -0.398
O2 -3.98544 2.48960 -1.55247  0.167
C6 -2.12947 1.15482 -0.79013  -0.568
F1 -2.13703 0.19198 0.09924  0.179
F2 -0.97947 1.82200 -0.63057  0.162
F3 -2.08587 0.57451 -1.98832  0.161
H11 -5.85807 1.70546 1.66205  0.087
H12 -6.71923 3.19969 1.24281  0.079
H13 -6.15031 2.10398 -0.02402  0.077
H14 -4.37893 3.71061 1.88476  0.125
H15 -4.61253 4.08971 0.18381  0.122
C7 1.15576 0.56759 -2.82924  -0.047
C8 2.21121 -0.07964 -1.95628  -0.180
O3 3.47865 -0.14955 -2.63863  0.042
C9 4.19829 0.95910 -2.62490  -0.415
O4 3.89440 1.98548 -2.10686  0.175
C10 5.51959 0.72122 -3.34843  -0.574
F4 5.34336 0.07395 -4.49753  0.170
F5 6.34430 -0.00514 -2.59883  0.177
F6 6.13012 1.86367 -3.62402  0.172
H16 1.07983 0.04855 -3.78629  0.086
H17 0.18879 0.54695 -2.33767  0.050
H18 1.40574 1.60710 -3.04523  0.082
H19 1.93684 -1.10845 -1.73260  0.125
H20 2.32118 0.44015 -1.00524  0.124

## Properties
Net charge ... -1
Electronic energy ... -1780.1282 a.u.
Orbital gap ... 7.01 eV